5 unconnected molecules or ions with the total composition C24H59N5O2 at a distorted geometry. Source: the OMol25 dataset; level of theory: ωB97M-V/def2-TZVPD.

Geometry (Å):
C1 0.058 1.705 -3.062
C2 -0.272 0.899 -1.819
N1 -1.153 -0.237 -2.072
C3 -0.617 -1.159 -3.051
C4 -1.384 -2.462 -3.211
C5 -1.632 -0.824 -0.852
C6 -0.583 -1.396 0.109
H1 0.754 1.177 -3.714
H2 0.525 2.656 -2.802
H3 -0.847 1.955 -3.620
H4 0.653 0.498 -1.358
H5 -0.755 1.514 -1.055
H6 -0.697 -0.653 -4.024
H7 0.470 -1.367 -2.989
H8 -1.334 -3.110 -2.337
H9 -2.442 -2.268 -3.411
H10 -1.006 -2.946 -4.111
H11 -2.362 -1.599 -1.103
H12 -2.260 -0.093 -0.325
H13 -0.930 -2.310 0.593
H14 -0.317 -0.685 0.895
H15 0.352 -1.651 -0.398
C7 3.991 1.632 -1.688
C8 3.206 2.956 -1.683
N2 3.791 4.020 -0.919
C9 2.855 4.929 -0.286
C10 2.082 5.860 -1.240
C11 5.024 4.591 -1.431
C12 6.262 4.167 -0.632
H16 3.378 0.776 -1.415
H17 4.872 1.679 -1.049
H18 4.381 1.445 -2.693
H19 3.052 3.269 -2.731
H20 2.214 2.752 -1.276
H21 2.121 4.321 0.247
H22 3.383 5.540 0.449
H23 1.203 6.249 -0.722
H24 2.679 6.751 -1.461
H25 1.809 5.392 -2.183
H26 4.940 5.680 -1.345
H27 5.182 4.343 -2.486
H28 6.110 4.269 0.439
H29 7.132 4.775 -0.920
H30 6.595 3.157 -0.886
C13 -0.101 -7.037 0.600
C14 0.149 -5.593 0.986
N3 0.790 -5.437 2.282
C15 0.298 -6.271 3.373
C16 -1.174 -5.992 3.776
C17 0.927 -4.043 2.650
C18 2.023 -3.337 1.867
H31 0.812 -7.632 0.595
H32 -0.513 -7.056 -0.409
H33 -0.808 -7.495 1.292
H34 0.834 -5.139 0.267
H35 -0.820 -5.061 0.943
H36 0.413 -7.300 3.043
H37 0.989 -6.078 4.191
H38 -1.660 -6.941 3.991
H39 -1.239 -5.326 4.634
H40 -1.680 -5.512 2.937
H41 1.185 -3.988 3.711
H42 -0.022 -3.487 2.526
H43 2.884 -3.997 1.749
H44 2.332 -2.375 2.272
H45 1.688 -3.135 0.843
C19 -3.390 0.483 3.015
N4 -1.999 0.607 2.687
C20 -1.479 1.656 2.001
C21 0.021 1.755 2.012
O1 -2.167 2.491 1.434
H46 -3.619 1.039 3.931
H47 -3.677 -0.560 3.096
H48 -4.013 0.968 2.264
H49 -1.367 -0.082 3.055
H50 0.507 1.041 2.677
H51 0.324 2.758 2.311
H52 0.427 1.601 1.009
C22 -6.056 2.307 0.708
N5 -4.861 2.292 -0.090
C23 -4.800 2.610 -1.409
C24 -3.437 2.339 -1.986
O2 -5.750 3.024 -2.047
H53 -6.411 1.284 0.900
H54 -6.884 2.790 0.196
H55 -5.897 2.808 1.663
H56 -4.021 1.966 0.362
H57 -3.274 2.978 -2.849
H58 -3.238 1.298 -2.244
H59 -2.731 2.585 -1.185

For the energy above the lowest of the compared OMol25 structures with the same formula, charge and spin, the calculation gives 0.00 kJ/mol.

=====

4 unconnected molecules or ions with the total composition C24H60BrN3O3 at a distorted geometry. Source: the OMol25 dataset; level of theory: ωB97M-V/def2-TZVPD.

Geometry (Å):
Br1 9.193 10.743 -10.010
C1 10.057 4.922 -13.715
C2 8.563 4.946 -13.981
N1 7.762 5.836 -13.041
C3 7.786 5.333 -11.623
C4 8.322 7.240 -13.101
C5 7.548 8.335 -12.382
C6 6.356 5.945 -13.600
C7 5.574 4.656 -13.740
O1 5.713 3.812 -12.648
C8 5.022 2.591 -12.823
H1 10.307 4.612 -12.698
H2 10.557 5.838 -14.006
H3 10.443 4.058 -14.262
H4 8.077 3.982 -13.824
H5 8.279 5.241 -14.990
H6 8.749 5.535 -11.165
H7 7.473 4.297 -11.657
H8 7.050 5.944 -11.105
H9 8.477 7.486 -14.153
H10 9.314 7.146 -12.656
H11 7.218 8.028 -11.389
H12 6.634 8.609 -12.909
H13 8.177 9.218 -12.265
H14 6.430 6.543 -14.502
H15 5.825 6.525 -12.843
H16 5.834 4.191 -14.707
H17 4.516 4.890 -13.921
H18 4.940 2.017 -11.905
H19 5.426 2.040 -13.675
H20 3.965 2.779 -13.067
C9 13.570 9.824 -6.936
C10 12.729 9.616 -8.172
N2 12.840 8.182 -8.768
C11 12.115 8.233 -10.072
C12 14.291 7.892 -9.017
C13 14.593 6.664 -9.874
C14 12.304 7.164 -7.792
C15 10.821 7.109 -7.571
O2 10.465 8.307 -6.922
C16 9.079 8.592 -6.939
H21 14.653 9.775 -7.025
H22 13.171 9.270 -6.085
H23 13.453 10.844 -6.550
H24 13.142 10.218 -8.983
H25 11.658 9.778 -8.115
H26 12.471 8.899 -10.849
H27 11.085 8.539 -9.864
H28 11.945 7.213 -10.424
H29 14.783 7.811 -8.050
H30 14.710 8.745 -9.552
H31 15.669 6.595 -10.033
H32 14.017 6.710 -10.792
H33 14.458 5.752 -9.286
H34 12.806 7.362 -6.847
H35 12.659 6.209 -8.182
H36 10.616 6.276 -6.894
H37 10.284 7.035 -8.524
H38 8.883 9.564 -6.496
H39 8.471 7.890 -6.356
H40 8.782 8.574 -7.991
C17 11.408 10.939 -13.378
C18 12.630 11.773 -13.623
N3 12.669 12.906 -12.582
C19 12.616 12.370 -11.159
C20 13.969 13.707 -12.622
C21 15.268 12.940 -12.402
C22 11.526 13.880 -12.731
C23 11.213 14.271 -14.161
O3 12.267 14.886 -14.841
C24 11.919 15.162 -16.194
H41 10.477 11.377 -13.734
H42 11.280 10.586 -12.354
H43 11.403 9.984 -13.919
H44 12.694 12.363 -14.536
H45 13.597 11.314 -13.439
H46 13.389 11.607 -11.114
H47 11.620 11.996 -10.958
H48 12.884 13.196 -10.507
H49 13.853 14.597 -12.010
H50 14.013 14.118 -13.636
H51 15.379 12.093 -13.071
H52 15.306 12.616 -11.360
H53 16.098 13.638 -12.489
H54 11.688 14.678 -12.009
H55 10.603 13.406 -12.387
H56 10.330 14.926 -14.131
H57 10.807 13.392 -14.685
H58 12.781 15.665 -16.634
H59 11.151 15.941 -16.248
H60 11.686 14.231 -16.712

For the energy above the lowest of the compared OMol25 structures with the same formula, charge and spin, the calculation gives 185.21 kJ/mol. The charge is +2.

=====

A molecular structure, C24H60CaCl5F7N5O12P2S2Si2 at a distorted geometry. Source: the OMol25 dataset; level of theory: ωB97M-V/def2-TZVPD.

Geometry (Å):
C1 0.106 -3.653 2.413
C2 -0.198 -2.319 1.836
C3 0.965 -2.050 0.801
N1 0.438 -1.275 -0.302
Si1 0.822 0.455 -0.326
O1 -0.505 1.288 -0.765
Si2 -1.562 2.031 0.299
C4 -3.225 1.218 0.194
C5 -4.041 1.269 1.502
C6 -5.047 0.129 1.734
C7 -6.389 0.117 0.986
S1 -6.288 -0.110 -0.830
C8 -7.728 -1.012 -0.981
N2 -8.726 -1.241 -0.155
N3 -9.628 -2.033 -0.843
C9 -9.131 -2.204 -2.006
O2 -7.943 -1.606 -2.189
C10 -1.601 3.878 -0.059
Cl1 -2.257 4.162 -1.694
C11 -0.215 4.525 0.109
C12 -0.253 6.001 0.538
P1 2.369 1.016 -1.903
N4 3.857 0.413 -1.324
O3 1.915 0.060 -3.204
H1 -0.621 -3.693 3.503
H2 -0.232 -4.514 1.838
H3 1.142 -3.793 2.713
H4 -1.153 -2.323 1.313
H5 -0.209 -1.524 2.583
H6 1.352 -3.000 0.437
H7 1.792 -1.577 1.332
H8 0.779 -1.696 -1.161
H9 1.300 0.833 1.021
H10 -1.015 1.864 1.679
H11 -3.723 1.724 -0.650
H12 -3.077 0.194 -0.159
H13 -3.343 1.239 2.347
H14 -4.551 2.235 1.567
H15 -4.543 -0.834 1.617
H16 -5.337 0.185 2.789
H17 -6.958 1.019 1.214
H18 -6.981 -0.715 1.368
H19 -9.593 -2.786 -2.778
H20 -2.296 4.348 0.644
H21 0.303 4.432 -0.845
H22 0.353 3.943 0.843
H23 -1.198 6.248 1.024
H24 -0.124 6.664 -0.317
H25 0.551 6.212 1.244
H26 3.821 -0.492 -0.857
H27 4.519 0.352 -2.094
H28 2.082 -0.877 -3.034
C13 1.877 9.148 2.340
Cl2 2.423 7.514 2.709
Cl3 2.463 9.665 0.758
Cl4 0.120 9.269 2.429
H29 2.293 9.814 3.084
O4 -11.357 -2.542 5.422
S2 -12.556 -2.348 4.664
O5 -13.318 -3.488 4.255
O6 -12.241 -1.427 3.420
C14 -11.147 -1.812 2.538
C15 -11.479 -2.990 1.654
C16 -13.619 -1.227 5.506
H30 -10.258 -1.995 3.142
H31 -10.962 -0.923 1.939
H32 -11.624 -3.901 2.234
H33 -10.660 -3.142 0.956
H34 -12.393 -2.806 1.088
H35 -13.046 -0.355 5.807
H36 -14.000 -1.755 6.378
H37 -14.435 -0.956 4.842
Ca1 -9.669 -3.383 -4.673
Cl5 -0.648 -4.237 4.934
F1 -5.165 0.897 -2.875
F2 4.144 -2.088 2.634
P2 5.109 -2.653 1.408
F3 4.681 -4.151 1.972
F4 6.173 -1.672 2.172
F5 6.440 -3.492 0.964
F6 5.420 -1.720 0.068
F7 3.655 -2.771 0.585
C17 11.432 1.353 -2.077
O7 10.356 0.694 -2.742
C18 9.591 -0.053 -1.926
O8 9.771 -0.184 -0.745
O9 8.634 -0.605 -2.654
C19 7.701 -1.427 -1.924
H38 11.958 1.914 -2.845
H39 11.056 2.032 -1.314
H40 12.104 0.630 -1.618
H41 7.180 -0.850 -1.166
H42 8.213 -2.264 -1.456
H43 6.996 -1.792 -2.664
C20 4.355 3.647 -6.604
C21 3.861 2.795 -5.438
C22 4.874 2.671 -4.295
O10 5.956 1.790 -4.545
C23 7.040 2.331 -5.269
N5 3.420 1.495 -5.947
H44 5.065 3.100 -7.226
H45 3.516 3.928 -7.240
H46 4.839 4.561 -6.252
H47 2.982 3.290 -5.014
H48 4.363 2.238 -3.432
H49 5.251 3.658 -3.992
H50 7.199 3.385 -5.018
H51 6.897 2.240 -6.350
H52 7.930 1.767 -4.990
H53 2.955 0.977 -5.205
H54 4.248 0.951 -6.175
C24 6.750 -6.789 2.928
O11 7.192 -6.464 1.610
H55 5.730 -7.155 2.853
H56 7.390 -7.580 3.337
H57 6.758 -5.913 3.573
H58 8.084 -6.117 1.683
O12 4.836 -5.212 4.913
H59 4.286 -4.799 4.235
H60 4.238 -5.446 5.628

The charge is -1.

=====

A molecular structure, C24H60ClLiN4O8 at a distorted geometry. Source: the OMol25 dataset; level of theory: ωB97M-V/def2-TZVPD.

Geometry (Å):
Li1 2.156 0.235 0.581
Cl1 0.624 -0.640 0.112
C1 -3.718 1.878 -0.044
O1 -3.378 0.982 1.017
C2 -2.482 -0.054 0.716
C3 -2.083 -0.703 2.051
N1 -1.053 -1.769 1.903
C4 -1.441 -2.915 1.092
C5 -0.369 -3.939 1.209
O2 -0.688 -5.231 0.583
C6 -0.378 -5.208 -0.815
H1 -4.507 1.492 -0.689
H2 -2.937 2.173 -0.745
H3 -4.161 2.792 0.353
H4 -1.583 0.308 0.218
H5 -2.986 -0.818 0.123
H6 -2.955 -1.156 2.523
H7 -1.785 0.134 2.682
H8 -0.286 -1.345 1.401
H9 -1.632 -2.616 0.062
H10 -2.327 -3.363 1.541
H11 -0.158 -4.179 2.251
H12 0.519 -3.509 0.746
H13 -0.566 -6.184 -1.261
H14 0.652 -4.866 -0.917
H15 -1.017 -4.509 -1.354
C7 3.127 2.502 -0.809
O3 2.961 1.121 -1.070
C8 4.162 0.381 -1.107
C9 3.894 -1.134 -1.431
N2 3.139 -1.774 -0.335
C10 3.225 -3.221 -0.556
C11 2.378 -3.890 0.539
O4 2.721 -3.333 1.787
C12 2.242 -4.105 2.938
H16 3.513 2.984 -1.707
H17 3.806 2.717 0.017
H18 2.145 2.968 -0.716
H19 4.756 0.445 -0.196
H20 4.805 0.768 -1.897
H21 4.880 -1.594 -1.497
H22 3.396 -1.283 -2.389
H23 2.177 -1.473 -0.400
H24 4.250 -3.579 -0.455
H25 2.956 -3.521 -1.569
H26 2.580 -4.959 0.607
H27 1.306 -3.838 0.353
H28 2.756 -3.704 3.811
H29 2.496 -5.164 2.898
H30 1.186 -3.894 3.110
C13 4.262 0.353 -3.836
O5 2.871 0.704 -3.959
C14 2.009 -0.053 -3.099
C15 0.743 0.804 -2.949
N3 -0.248 0.186 -2.044
C16 -1.461 0.896 -1.784
C17 -2.592 0.914 -2.901
O6 -3.708 1.757 -2.628
C18 -4.794 1.627 -3.599
H31 4.699 0.850 -2.970
H32 4.711 0.585 -4.802
H33 4.431 -0.718 -3.729
H34 2.438 -0.308 -2.130
H35 1.684 -1.013 -3.499
H36 0.281 0.962 -3.923
H37 0.943 1.794 -2.540
H38 0.177 -0.139 -1.188
H39 -1.229 1.913 -1.467
H40 -1.917 0.284 -1.006
H41 -2.924 -0.095 -3.144
H42 -2.187 1.335 -3.821
H43 -5.053 0.595 -3.835
H44 -4.424 2.107 -4.504
H45 -5.741 1.972 -3.183
C19 -1.517 3.609 -0.231
O7 -0.188 3.659 0.154
C20 0.628 2.469 0.265
C21 -0.031 1.429 1.209
N4 -0.391 2.061 2.509
C22 -1.144 1.193 3.464
C23 -1.595 2.103 4.599
O8 -2.811 2.784 4.330
C24 -3.058 4.071 4.991
H46 -1.646 2.996 -1.123
H47 -1.831 4.642 -0.386
H48 -2.147 3.134 0.521
H49 1.636 2.617 0.654
H50 0.727 2.068 -0.744
H51 0.504 0.490 1.352
H52 -0.999 1.221 0.753
H53 -0.747 2.987 2.320
H54 -0.611 0.309 3.812
H55 -2.049 0.937 2.912
H56 -0.874 2.896 4.797
H57 -1.711 1.494 5.495
H58 -2.970 3.917 6.066
H59 -4.106 4.355 4.889
H60 -2.354 4.837 4.666

=====

M (g mol⁻¹)
449.77, 518.67, 1143.35, 575.16
HOMO-LUMO gap (eV)
8.319, 7.685, 1.155, 7.534